This record from the OMol25 dataset describes 2 unconnected molecules or ions with the total composition C5H13NO. The level of theory is ωB97M-V/def2-TZVPD.

## Properties
SMILES: C=CCCCN.O
spin multiplicity: 1

Geometry as XYZ:
```
20
C5H13NO, DFT ωB97M-V/def2-TZVPD
C -1.504 -0.028 2.429
C -0.709 -0.098 1.380
C -1.032 -0.881 0.130
C -1.257 -0.032 -1.136
C -0.160 0.973 -1.452
N 1.252 0.465 -1.341
H -1.415 0.663 3.249
H -2.423 -0.605 2.399
H 0.204 0.470 1.238
H -1.918 -1.494 0.310
H -0.179 -1.545 -0.077
H -1.485 -0.704 -1.962
H -2.170 0.523 -0.885
H -0.177 1.314 -2.482
H -0.294 1.829 -0.790
H 1.352 -0.221 -2.075
H 1.261 -0.010 -0.450
O 3.715 -0.006 0.827
H 2.815 0.040 0.452
H 4.123 -0.651 0.237
```



This record from the OMol25 dataset describes a gas-phase ion, C5H13NO (charge +1). The level of theory is ωB97M-V/def2-TZVPD.

## Properties
net charge: +1
spin multiplicity: 2

Geometry as XYZ:
```
20
C5H13NO, DFT ωB97M-V/def2-TZVPD
C 0.801 0.049 -0.273
C 0.925 -1.268 0.524
C 1.364 -1.046 1.957
O 1.979 -2.031 -0.110
C -0.479 0.741 0.158
N -1.585 0.408 -0.837
C -1.927 1.673 -1.544
H 1.005 -0.049 -1.398
H 1.668 0.745 -0.301
H 0.069 -1.958 0.320
H 0.595 -0.373 2.399
H 1.538 -1.951 2.545
H 2.187 -0.355 2.016
H 1.700 -2.451 -0.933
H -0.849 0.256 1.059
H -0.421 1.815 0.171
H -2.404 0.010 -0.351
H -2.501 1.229 -2.463
H -1.096 2.232 -1.954
H -2.568 2.324 -0.986
```



This record from the OMol25 dataset describes 2 unconnected molecules or ions with the total composition C5H13NO. The level of theory is ωB97M-V/def2-TZVPD.

## Properties
net charge: +1
spin multiplicity: 2

Geometry as XYZ:
```
20
C5H13NO, DFT ωB97M-V/def2-TZVPD
C 1.484 -0.849 0.284
C 0.490 -0.943 -0.906
C -0.653 0.186 -0.805
C -0.602 2.323 -2.129
C -0.174 1.528 -1.117
N 0.676 -0.969 1.513
H 2.145 -1.744 0.186
H 2.101 0.041 0.236
H -0.016 -1.901 -0.727
H 0.921 -0.759 -1.895
H -1.213 -0.280 -1.659
H -1.258 0.184 0.100
H -0.059 3.192 -2.459
H -1.336 1.856 -2.776
H 0.494 2.033 -0.374
H 1.306 -0.708 2.271
H 0.481 -1.957 1.664
H -1.452 -0.797 3.538
H -1.388 -0.184 2.139
O -1.948 -0.251 2.917
```



This record from the OMol25 dataset describes a gas-phase ion, C5H13NO (charge +1). The level of theory is ωB97M-V/def2-TZVPD.

## Properties
net charge: +1
spin multiplicity: 2

Geometry as XYZ:
```
20
C5H13NO, DFT ωB97M-V/def2-TZVPD
C -1.176 -1.260 0.949
C -0.121 -0.362 0.382
C 1.271 -0.377 1.096
C 2.084 -1.815 1.202
N -0.691 1.008 0.078
C -0.334 1.798 -1.090
O -1.062 1.263 -2.326
H -2.025 -1.495 0.187
H -0.595 -2.069 1.317
H -1.887 -0.642 1.692
H 0.009 -0.795 -0.728
H 1.158 -0.074 2.068
H 1.935 0.234 0.518
H 2.224 -2.321 0.108
H 3.128 -1.566 1.517
H 1.371 -2.433 1.722
H -1.754 0.858 0.071
H 0.723 1.587 -1.275
H -0.683 2.889 -1.373
H -0.630 0.769 -2.995
```



This record from the OMol25 dataset describes 3 unconnected molecules or ions with the total composition C5H13NO2. The level of theory is ωB97M-V/def2-TZVPD.

## Properties
spin multiplicity: 1

Geometry as XYZ:
```
21
C5H13NO2, DFT ωB97M-V/def2-TZVPD
C 0.682 1.563 -2.589
N -0.042 0.354 -2.316
C 0.983 -1.914 2.142
C -1.703 0.372 -0.509
C -0.279 -0.049 -0.967
C 0.745 0.478 0.013
O 1.945 0.470 -0.032
H 0.073 2.019 -3.379
H 1.705 1.360 -2.907
H 0.744 2.224 -1.724
H 1.282 -1.514 1.176
H -0.009 -1.386 2.165
H 1.782 -1.744 2.856
H -1.974 -0.153 0.420
H -1.614 1.455 -0.402
H -2.411 0.159 -1.310
H -0.187 -1.147 -1.038
H 0.325 0.763 1.003
H 0.918 -2.991 1.970
H -1.726 -0.274 3.114
O -1.238 -0.047 2.314
```



This record from the OMol25 dataset describes 2 unconnected molecules or ions with the total composition C5H13NO2. The level of theory is ωB97M-V/def2-TZVPD.

## Properties
SMILES: C=C(C)O.NCCO
spin multiplicity: 1

Geometry as XYZ:
```
21
C5H13NO2, DFT ωB97M-V/def2-TZVPD
C 0.343 2.215 0.473
C 0.045 1.504 1.554
C -0.656 2.034 2.760
O 0.393 0.175 1.597
H 0.063 3.257 0.429
H 0.880 1.806 -0.370
H -0.913 3.081 2.626
H -1.584 1.483 2.934
H -0.030 1.946 3.650
H 0.093 -0.188 2.429
N -0.394 -0.023 -1.977
C -0.360 -1.486 -2.089
C 0.795 -2.027 -1.276
O 0.748 -3.453 -1.392
H -0.718 0.246 -1.060
H -1.057 0.333 -2.648
H -0.221 -1.756 -3.137
H -1.281 -1.977 -1.753
H 0.680 -1.725 -0.233
H 1.734 -1.634 -1.671
H 1.443 -3.810 -0.845
```



This record from the OMol25 dataset describes 2 unconnected molecules or ions with the total composition C5H13NO2. The level of theory is ωB97M-V/def2-TZVPD.

## Properties
SMILES: C=C(N)CCCO.O
spin multiplicity: 1

Geometry as XYZ:
```
21
C5H13NO2, DFT ωB97M-V/def2-TZVPD
C 1.882 -1.365 0.597
C 0.760 -0.668 0.762
N -0.214 -1.096 1.650
C 0.375 0.548 -0.012
C -0.342 0.168 -1.348
C 0.464 -0.550 -2.435
O 1.853 -0.186 -2.532
H 2.677 -1.055 -0.045
H 2.122 -2.273 1.129
H -1.023 -0.529 1.857
H -0.187 -2.042 1.977
H -0.344 1.217 0.455
H 1.232 1.143 -0.332
H -1.203 -0.472 -1.086
H -0.753 1.087 -1.769
H 0.063 -0.246 -3.406
H 0.357 -1.631 -2.336
H 2.142 0.137 -1.669
O -3.371 2.231 2.740
H -3.814 3.047 2.472
H -2.675 2.536 3.331
```



This record from the OMol25 dataset describes 2 unconnected molecules or ions with the total composition C5H13NO2. The level of theory is ωB97M-V/def2-TZVPD.

## Properties
spin multiplicity: 1

Geometry as XYZ:
```
21
C5H13NO2, DFT ωB97M-V/def2-TZVPD
C -2.169 0.910 -0.153
C -2.040 -0.579 -0.055
C -0.601 -1.012 -0.542
C 1.769 -0.884 0.462
C 2.406 0.456 -0.356
H -0.714 0.605 1.558
H -3.113 1.356 -0.003
H -1.966 1.263 -1.184
H -3.023 -1.184 -0.446
H -1.868 -0.717 1.118
H -0.149 -0.306 -1.336
H -0.448 -2.214 -0.593
H 0.217 0.099 0.799
H 1.902 -1.593 -0.278
H 2.303 -0.898 1.441
H 3.675 0.261 -0.017
H 2.226 0.364 -1.295
H 0.591 1.551 -0.147
N 0.365 -0.863 0.582
O -1.004 1.611 0.587
O 1.642 1.774 -0.142
```



This record from the OMol25 dataset describes 2 unconnected molecules or ions with the total composition C5H13NO2. The level of theory is ωB97M-V/def2-TZVPD.

## Properties
SMILES: CCN(C)CC=O.O
spin multiplicity: 1

Geometry as XYZ:
```
21
C5H13NO2, DFT ωB97M-V/def2-TZVPD
C -2.088 1.013 1.890
C -0.755 1.200 1.169
N -0.236 -0.044 0.585
C 1.202 -0.285 0.810
C -0.632 -0.163 -0.801
C -0.213 -1.468 -1.413
O 0.209 -1.557 -2.539
H -1.985 1.060 2.964
H -2.855 1.702 1.554
H -2.419 0.000 1.689
H -0.810 1.963 0.379
H -0.005 1.634 1.826
H 1.747 -0.345 -0.129
H 1.648 0.525 1.391
H 1.339 -1.177 1.422
H -0.323 0.694 -1.422
H -1.731 -0.177 -0.840
H -0.344 -2.374 -0.795
O 3.106 -0.538 -2.516
H 2.921 -1.490 -2.544
H 2.221 -0.175 -2.680
```



This record from the OMol25 dataset describes a molecular structure, C5H13NO2. The level of theory is ωB97M-V/def2-TZVPD.

## Properties
spin multiplicity: 1

Geometry as XYZ:
```
21
C5H13NO2, DFT ωB97M-V/def2-TZVPD
C 0.991 -0.378 -0.494
C -0.020 0.132 0.390
C -1.403 -0.560 -0.630
C -0.119 -0.394 1.801
C -2.371 0.539 -1.015
N 2.222 0.781 0.347
O 2.827 1.416 -0.805
O 1.367 -1.686 -0.472
H 2.690 2.364 -0.697
H 1.373 -2.014 0.437
H 2.932 0.103 0.631
H 0.975 -0.006 -1.515
H -0.120 1.209 0.301
H -1.852 -1.241 0.093
H -1.163 -1.181 -1.493
H 0.728 -0.043 2.388
H -0.141 -1.486 1.824
H -1.043 -0.046 2.260
H -1.990 1.140 -1.842
H -3.335 0.150 -1.350
H -2.546 1.201 -0.162
```



Computed relative energy (zero: lowest compared OMol25 entry of this formula, charge and spin) (kJ/mol) in order:
166.1, 277.2, 292.9, 379.2, 864.5, 189.4, 187.2, 827.0, 201.5, 496.6
Computed calculated total energy (Eh) in order:
-328.25557, -327.90973, -327.90374, -327.87086, -403.24735, -403.50447, -403.50532, -403.26163, -403.49987, -403.38745